DFT (ωB97M-V/def2-TZVPD) results for a cluster of 2 separate species, C2H3F2O2Si in total in a non-equilibrium geometry.

XYZ file:
```
10
C2H3F2O2Si (ωB97M-V/def2-TZVPD)
C -0.831 0.536 2.093
C -0.214 -0.376 -1.279
O -0.555 0.369 3.238
O -1.743 0.992 1.487
F 2.769 -2.070 -1.372
F 1.167 1.453 0.124
Si 0.414 0.063 0.443
H -0.488 0.697 -1.539
H 0.609 -0.677 -1.977
H -1.128 -0.986 -1.219
```

E_HOMO (alpha / beta) ... -0.160 / -0.160 Ha
HOMO-LUMO gap (alpha / beta) ... 6.4 / 6.4 eV
Charge ... -1
Spin multiplicity ... 1
Electronic energy ... -717.76828 hartree
Relative energy (zero: lowest compared OMol25 entry of this formula, charge and spin) ... 96.20 kcal per mole

=====

DFT (ωB97M-V/def2-TZVPD) results for the molecule C6H11NO3 in a non-equilibrium geometry.

XYZ file:
```
21
C6H11NO3 (ωB97M-V/def2-TZVPD)
C -0.197 0.263 1.778
C -1.318 -0.479 -0.101
C -1.372 -0.558 1.466
C 2.555 0.821 -0.265
C -0.639 -1.704 -0.696
N 1.403 1.205 0.517
C -0.658 0.907 -0.651
O 0.897 0.064 1.135
O -0.137 0.691 -1.897
O -1.227 1.947 -0.376
H -0.234 1.521 -2.388
H -0.330 1.230 2.256
H -2.350 -0.408 -0.447
H -1.281 -1.587 1.808
H -2.274 -0.085 1.845
H 3.397 0.522 0.373
H 2.330 -0.003 -0.956
H 2.833 1.694 -0.847
H 0.424 -1.730 -0.468
H -0.738 -1.695 -1.785
H -1.084 -2.617 -0.302
```

E_HOMO (alpha / beta) ... -0.275 / -0.318 Ha
HOMO-LUMO gap (alpha / beta) ... 7.3 / 9.2 eV
Spin multiplicity ... 1
Electronic energy ... -515.51663 hartree
Relative energy (zero: lowest compared OMol25 entry of this formula, charge and spin) ... 146.59 kcal per mole

=====

DFT (ωB97M-V/def2-TZVPD) results for the ion C2H4NO2 with charge +1 in a non-equilibrium geometry.

XYZ file:
```
9
C2H4NO2 (ωB97M-V/def2-TZVPD)
C 0.604 0.517 1.357
C 0.616 0.121 -0.065
N -0.728 -0.489 -0.761
O 0.707 0.255 2.480
O 0.345 1.425 0.449
H 1.458 0.040 -0.740
H -1.409 -0.760 -0.038
H -0.456 -1.328 -1.295
H -1.136 0.219 -1.388
```

E_HOMO ... -0.588 Ha
HOMO-LUMO gap ... 11.5 eV
SMILES string ... [NH3+][C@H]1OC1=O
Charge ... +1
Spin multiplicity ... 1
Electronic energy ... -283.50096 hartree
Relative energy (zero: lowest compared OMol25 entry of this formula, charge and spin) ... 34.64 kcal per mole

=====

DFT (ωB97M-V/def2-TZVPD) results for the molecule C5H7NO.

XYZ file:
```
14
C5H7NO (ωB97M-V/def2-TZVPD)
O -1.987 -1.520 -1.521
C -1.703 -0.948 -0.316
C -0.489 -0.701 0.139
C 0.933 -0.513 -0.023
C 1.216 0.970 -0.282
C 0.419 1.249 1.015
N 0.195 -0.210 1.275
H -2.597 -0.715 0.252
H -1.157 -1.851 -1.889
H 1.665 -1.315 -0.091
H 0.815 1.377 -1.215
H 2.272 1.234 -0.196
H -0.520 1.803 0.917
H 1.019 1.685 1.817
```

E_HOMO ... -0.314 Ha
HOMO-LUMO gap ... 9.4 eV
SMILES string ... O/C=C1\[C@H]2CCN12
Spin multiplicity ... 1
Electronic energy ... -324.59738 hartree
Relative energy (zero: lowest compared OMol25 entry of this formula, charge and spin) ... 79.75 kcal per mole

=====

DFT (ωB97M-V/def2-TZVPD) results for a structure of composition C29H23BrN5O7S2Ti.

XYZ file:
```
68
C29H23BrN5O7S2Ti (ωB97M-V/def2-TZVPD)
Ti -1.306 -1.744 0.328
C -0.347 0.667 3.814
C -0.987 -0.380 2.959
N -0.319 -1.035 2.064
N 1.052 -0.795 1.966
C 1.623 -1.516 1.066
S 0.884 -2.685 -0.010
S 3.345 -1.347 0.751
C 4.021 -0.544 2.232
C 3.877 0.952 2.318
C 4.390 1.772 1.317
C 4.289 3.151 1.414
C 3.680 3.730 2.520
C 3.177 2.920 3.526
C 3.274 1.539 3.422
C -2.422 -0.656 3.129
C -3.151 0.116 4.052
C -4.476 -0.123 4.331
C -5.130 -1.174 3.689
C -4.456 -1.947 2.773
C -3.113 -1.696 2.461
O -2.547 -2.475 1.539
H 0.718 0.699 3.635
H -0.546 0.489 4.871
H -0.773 1.636 3.545
H 5.079 -0.806 2.161
H 3.621 -1.037 3.116
H 4.860 1.325 0.448
H 4.686 3.776 0.624
H 3.602 4.806 2.596
H 2.704 3.362 4.394
H 2.877 0.906 4.206
H -2.659 0.931 4.561
H -5.001 0.498 5.044
H -6.171 -1.380 3.904
H -4.942 -2.762 2.254
C -2.497 -0.919 -4.976
C -2.345 -1.994 -3.940
C -2.117 -3.326 -4.266
C -1.977 -4.271 -3.266
C -2.021 -3.842 -1.952
Br -1.835 -5.096 -0.558
N -2.200 -2.571 -1.607
C -2.397 -1.684 -2.593
H -2.432 -1.332 -5.981
H -1.711 -0.170 -4.868
H -3.455 -0.408 -4.879
H -2.048 -3.627 -5.303
H -1.817 -5.315 -3.488
H -2.586 -0.668 -2.267
O -1.181 2.255 0.177
C -0.918 1.262 -0.457
O -1.459 0.089 -0.247
C 0.089 1.330 -1.584
C 0.642 2.566 -1.893
C 1.566 2.651 -2.915
C 1.966 1.556 -3.658
C 1.386 0.348 -3.332
C 0.468 0.209 -2.307
N 1.735 -0.841 -4.129
O 1.027 -1.823 -4.004
O 2.686 -0.758 -4.876
N 2.154 3.967 -3.240
O 1.767 4.924 -2.606
O 2.971 4.005 -4.137
H 0.351 3.440 -1.329
H 2.689 1.643 -4.454
H 0.081 -0.774 -2.088
```

E_HOMO (alpha / beta) ... -0.298 / -0.306 Ha
HOMO-LUMO gap (alpha / beta) ... 7.2 / 7.4 eV
Expectation value of S² ... 0.75
Spin multiplicity ... 2
Electronic energy ... -6139.21436 hartree

=====

DFT (ωB97M-V/def2-TZVPD) results for a cluster of 2 separate species, C3H8NS2 in total in a non-equilibrium geometry.

XYZ file:
```
14
C3H8NS2 (ωB97M-V/def2-TZVPD)
C 1.145 0.785 -0.357
C 2.563 0.807 0.169
C 1.616 -1.463 -0.093
N 0.631 -0.545 -0.121
S 3.175 -0.933 -0.040
S -3.490 -0.758 -0.068
H 0.679 1.646 0.226
H 1.048 0.971 -1.338
H 3.106 1.411 -0.482
H 2.552 1.117 1.230
H 1.257 -2.436 0.039
H -0.321 -0.780 -0.016
H -2.774 -1.884 -0.003
H -2.942 -0.250 1.018
```

E_HOMO ... -0.478 Ha
HOMO-LUMO gap ... 8.1 eV
Charge ... +1
Spin multiplicity ... 1
Electronic energy ... -969.95114 hartree
Relative energy (zero: lowest compared OMol25 entry of this formula, charge and spin) ... 13.27 kcal per mole

=====

DFT (ωB97M-V/def2-TZVPD) results for the molecule C4H10N2O in a non-equilibrium geometry.

XYZ file:
```
17
C4H10N2O (ωB97M-V/def2-TZVPD)
N -1.145 -1.404 0.996
C -0.112 -0.674 1.583
C 0.167 0.477 0.545
N 0.277 0.100 -0.806
C 0.015 1.175 -1.725
C 0.854 -1.070 -1.229
O 0.049 1.710 0.927
H -2.095 -0.950 0.992
H -1.216 -2.281 1.547
H 0.843 -1.128 1.782
H -0.402 -0.192 2.513
H 0.917 1.905 -2.021
H -0.162 0.767 -2.752
H -0.807 1.888 -1.530
H 0.112 -1.550 -1.864
H 1.340 -1.687 -0.497
H 1.618 -0.772 -1.961
```

E_HOMO ... -0.323 Ha
HOMO-LUMO gap ... 9.7 eV
SMILES string ... CN(C)C(=O)CN
Spin multiplicity ... 1
Electronic energy ... -343.11051 hartree
Relative energy (zero: lowest compared OMol25 entry of this formula, charge and spin) ... 57.07 kcal per mole

=====

DFT (ωB97M-V/def2-TZVPD) results for a structure of composition C58H75IN2O2P3SiTi in a non-equilibrium geometry.

XYZ file:
```
143
C58H75IN2O2P3SiTi (ωB97M-V/def2-TZVPD)
Ti 0.137 0.340 -0.439
C 0.572 1.376 5.493
C 0.899 1.347 4.000
C 1.636 2.634 3.597
P -0.504 0.934 2.812
C -1.895 1.895 3.614
C -3.270 1.620 3.011
C -1.594 3.403 3.593
C -0.726 -0.805 3.368
C -1.359 -1.119 4.574
C -1.188 -2.355 5.181
C -0.317 -3.274 4.615
C 0.250 -3.000 3.379
C -0.006 -1.809 2.686
Si 0.384 -1.887 0.799
C 2.029 -2.827 0.674
C 2.079 -4.228 0.691
C 3.287 -4.901 0.808
C 4.470 -4.185 0.939
C 4.442 -2.801 0.895
C 3.235 -2.120 0.729
P 3.143 -0.305 0.564
C 4.469 0.058 -0.750
C 4.668 -1.139 -1.694
C 5.833 0.593 -0.319
C 3.578 0.330 2.303
C 3.502 -0.735 3.397
C 4.826 1.190 2.512
C -0.885 -3.205 0.191
C -1.242 -4.303 0.983
C -2.160 -5.254 0.562
C -2.787 -5.105 -0.664
C -2.464 -4.019 -1.462
C -1.505 -3.089 -1.061
P -1.066 -1.662 -2.118
C 0.263 -2.384 -3.212
C 0.369 -1.603 -4.534
C 0.149 -3.881 -3.488
C -2.579 -1.355 -3.157
C -2.548 0.102 -3.663
C -2.923 -2.262 -4.343
H 1.503 1.557 6.040
H 0.163 0.431 5.848
H -0.117 2.184 5.753
H 1.564 0.499 3.846
H 1.160 3.515 4.032
H 1.668 2.779 2.516
H 2.667 2.612 3.967
H -1.919 1.579 4.653
H -3.527 0.564 3.045
H -3.338 1.953 1.974
H -4.030 2.164 3.579
H -1.145 3.729 2.653
H -0.917 3.694 4.397
H -2.524 3.961 3.734
H -1.985 -0.382 5.068
H -1.693 -2.575 6.116
H -0.100 -4.209 5.119
H 0.912 -3.739 2.932
H 1.164 -4.804 0.616
H 3.302 -5.986 0.813
H 5.413 -4.704 1.065
H 5.368 -2.246 0.999
H 3.984 0.841 -1.338
H 5.373 -1.857 -1.277
H 5.075 -0.773 -2.640
H 3.742 -1.660 -1.921
H 6.343 -0.089 0.363
H 5.780 1.574 0.144
H 6.453 0.686 -1.215
H 2.735 1.000 2.445
H 4.346 -1.424 3.347
H 2.585 -1.321 3.355
H 3.540 -0.236 4.373
H 5.749 0.616 2.413
H 4.795 1.585 3.532
H 4.863 2.046 1.837
H -0.819 -4.412 1.971
H -2.406 -6.090 1.206
H -3.523 -5.825 -0.999
H -2.980 -3.901 -2.404
H 1.174 -2.218 -2.638
H -0.327 -2.005 -5.271
H 1.376 -1.693 -4.940
H 0.164 -0.538 -4.421
H -0.779 -4.131 -4.008
H 0.208 -4.476 -2.578
H 0.981 -4.175 -4.137
H -3.378 -1.431 -2.415
H -2.147 0.787 -2.920
H -1.938 0.184 -4.568
H -3.560 0.434 -3.910
H -2.284 -2.053 -5.199
H -3.950 -2.040 -4.644
H -2.869 -3.330 -4.139
C -3.224 3.658 -3.639
C -2.964 3.435 -2.145
C -3.727 2.271 -1.517
C -5.082 2.169 -1.814
C -5.842 1.110 -1.360
C -5.247 0.133 -0.578
C -3.911 0.216 -0.206
C -3.295 -0.895 0.598
C -4.201 -1.733 1.514
C -3.141 1.294 -0.682
N -1.736 1.447 -0.346
C -1.409 2.668 0.013
C -0.081 3.075 0.151
C 0.472 4.351 0.282
C 1.851 4.188 0.208
C 2.083 2.818 0.054
N 0.927 2.135 0.021
H -2.724 4.573 -3.967
H -4.286 3.770 -3.864
H -2.835 2.831 -4.235
H -3.225 4.352 -1.607
H -1.893 3.305 -2.019
H -5.552 2.935 -2.421
H -6.893 1.040 -1.619
H -5.842 -0.709 -0.239
H -2.455 -0.506 1.170
H -2.878 -1.573 -0.129
H -4.112 -1.438 2.560
H -3.906 -2.782 1.457
H -5.256 -1.675 1.243
H -2.186 3.400 0.199
H -0.076 5.280 0.392
H 2.608 4.958 0.265
H 3.037 2.318 -0.012
I 1.003 6.656 -4.517
C 1.305 4.658 -3.984
C 2.556 4.080 -4.158
C 2.746 2.755 -3.793
C 1.699 2.025 -3.243
C 0.448 2.611 -3.099
C 0.243 3.929 -3.470
C 1.950 0.602 -2.867
O 2.785 -0.062 -3.406
O 1.195 0.122 -1.841
H 3.374 4.655 -4.576
H 3.709 2.275 -3.926
H -0.378 2.025 -2.721
H -0.731 4.392 -3.361
```

E_HOMO ... -0.384 Ha
HOMO-LUMO gap ... 7.4 eV
Charge ... +1
Spin multiplicity ... 1
Electronic energy ... -4975.73258 hartree

=====

Question: spin multiplicity of number 3 (C2H4NO2)?
Answer: 1

=====

Question: The highest electronic energy belongs to which entry?
Answer: C2H4NO2

=====

Question: Which value of electronic energy does entry 6 give?
Answer: -969.95114 hartree